(1)
ORCA calculation (wB97M-V/def2-TZVPD) on an isolated molecule of C2H2ClOP.

Each line ends with the natural charge from an NBO analysis.
Cartesian coordinates (Å):
C (-0.86, 0.28, 0.35)  0.3526
C (0.44, -0.44, 0.55)  -0.7980
O (-1.60, 1.18, 0.61)  -0.4582
P (-0.39, -0.71, -1.11)  0.6030
Cl (0.52, 0.70, -2.08)  -0.2519
H (1.33, 0.36, 0.58)  0.2800
H (0.57, -1.38, 1.10)  0.2726

Properties
Frontier orbital gap, eV: 8.70
2S+1: 1
Energy above the lowest of the compared OMol25 structures with the same formula, charge and spin, eV: 0.300
SMILES string: O=C1CP1Cl

---

(2)
ORCA calculation (wB97M-V/def2-TZVPD) on a cluster of 2 separate species, C2H2ClOP in total.

Each line ends with the natural charge from an NBO analysis.
Cartesian coordinates (Å):
C (1.07, -0.21, 0.07)  0.3285
C (0.12, -1.24, 0.23)  -0.6340
O (0.69, 0.91, -0.26)  -0.5166
P (-0.98, -2.35, -0.06)  0.6968
Cl (-2.18, 1.80, -0.06)  -0.3641
H (2.07, -0.73, 0.05)  0.1601
H (-0.80, 1.83, 0.04)  0.3291

Properties
Frontier orbital gap, eV: 8.86
2S+1: 1
Energy above the lowest of the compared OMol25 structures with the same formula, charge and spin, eV: 1.314
SMILES string: O=CC#P.Cl

---

(3)
ORCA calculation (wB97M-V/def2-TZVPD) on an isolated molecule of C2H2ClP.

Each line ends with the natural charge from an NBO analysis.
Cartesian coordinates (Å):
C (-1.31, -0.38, 0.08)  -0.5321
C (0.92, -0.05, -0.05)  -0.7605
P (-0.07, -1.43, -0.15)  0.7396
Cl (-1.84, 1.16, -0.16)  0.1083
H (0.79, 0.88, -0.60)  0.2251
H (1.51, -0.18, 0.89)  0.2197

Properties
Frontier orbital gap (spin up / spin down), eV: 7.83 / 7.87
2S+1: 1
Energy above the lowest of the compared OMol25 structures with the same formula, charge and spin, eV: 3.745
SMILES string: C=P#CCl

---

(4)
ORCA calculation (wB97M-V/def2-TZVPD) on a cluster of 2 separate species, C2H2ClP in total.

Each line ends with the natural charge from an NBO analysis.
Cartesian coordinates (Å):
C (1.26, 0.16, 0.75)  -0.2471
C (2.11, 0.13, -0.12)  -0.2326
P (-2.98, -1.01, -1.21)  0.2658
Cl (-4.07, 0.32, -0.26)  -0.2654
H (0.78, 0.46, 1.67)  0.2421
H (2.90, -0.06, -0.82)  0.2372

Properties
Frontier orbital gap (spin up / spin down), eV: 7.03 / 7.04
2S+1: 1
Energy above the lowest of the compared OMol25 structures with the same formula, charge and spin, eV: 2.900

---

(5)
ORCA calculation (wB97M-V/def2-TZVPD) on a cluster of 2 separate species, C2H2ClP in total.

Each line ends with the natural charge from an NBO analysis.
Cartesian coordinates (Å):
C (0.71, -0.61, -1.28)  -0.2305
C (1.56, 0.23, -1.12)  -0.2256
P (-1.99, 1.21, 2.66)  0.2753
Cl (-2.41, -0.66, 2.16)  -0.2744
H (-0.18, -1.07, -0.99)  0.2241
H (2.32, 0.91, -1.43)  0.2310

Properties
Frontier orbital gap (spin up / spin down), eV: 7.05 / 7.05
2S+1: 1
Energy above the lowest of the compared OMol25 structures with the same formula, charge and spin, eV: 3.042

---

(6)
ORCA calculation (wB97M-V/def2-TZVPD) on a structure of composition C2H2CsLiO2.

Each line ends with the Mulliken spin population.
Cartesian coordinates (Å):
H (1.15, 0.62, -1.37)  -0.0065
O (-1.37, 0.89, -0.84)  0.1739
C (-0.25, 1.24, -0.55)  0.6220
C (0.84, 0.22, -0.25)  0.1078
O (0.40, -0.99, 0.04)  0.0947
Cs (0.66, -3.35, 2.40)  0.0033
Li (-2.95, 0.57, 0.12)  0.0148
H (1.52, 0.78, 0.45)  -0.0100

Properties
Frontier orbital gap (spin up / spin down), eV: 6.18 / 6.90
2S+1: 2
Expectation value of S²: 0.753
Total charge: +1
Energy above the lowest of the compared OMol25 structures with the same formula, charge and spin, eV: 2.999

---

(7)
ORCA calculation (wB97M-V/def2-TZVPD) on an isolated molecule of C2H2F2.

Each line ends with the natural charge from an NBO analysis.
Cartesian coordinates (Å):
C (0.50, 0.02, -0.05)  0.7589
C (-0.73, -0.11, -0.24)  -0.6099
H (-1.28, -1.10, 0.37)  0.2383
H (-1.09, 0.82, 0.09)  0.2323
F (1.08, 1.20, -0.07)  -0.3169
F (1.52, -0.82, -0.10)  -0.3027

Properties
Frontier orbital gap, eV: 11.68
2S+1: 1
Energy above the lowest of the compared OMol25 structures with the same formula, charge and spin, eV: 1.448
SMILES string: C=C(F)F

---

(8)
ORCA calculation (wB97M-V/def2-TZVPD) on a cluster of 2 separate species, C2H2F2INO in total.

Each line ends with the Mulliken spin population.
Cartesian coordinates (Å):
C (0.76, 1.19, 0.18)  0.6879
C (-1.28, -0.69, 0.28)  0.7129
N (1.54, 0.28, -0.28)  0.0281
O (0.53, 2.27, 0.55)  0.2270
F (-0.66, -1.53, -0.62)  0.0436
F (-1.46, -1.41, 1.41)  0.0592
I (-3.12, 0.08, -0.51)  0.2156
H (1.16, -0.64, -0.50)  -0.0292
H (2.53, 0.45, -0.50)  0.0548

Properties
Frontier orbital gap (spin up / spin down), eV: 6.52 / 8.67
2S+1: 3
Expectation value of S²: 2.009
Energy above the lowest of the compared OMol25 structures with the same formula, charge and spin, eV: 0.000

---

(9)
ORCA calculation (wB97M-V/def2-TZVPD) on a structure of composition C2H2F2LiMgO.

Each line ends with the Mulliken spin population.
Cartesian coordinates (Å):
F (1.41, -0.58, -1.63)  -0.0005
C (0.73, -0.46, -0.06)  -0.0028
C (-0.36, 0.43, 0.12)  0.0259
O (-1.59, -0.04, -0.27)  -0.0152
H (0.57, -1.54, 0.08)  0.0013
H (-0.11, 1.44, -0.24)  0.0014
Mg (-3.37, 0.15, -0.73)  0.9892
Li (0.79, 0.63, 2.10)  -0.0008
F (1.91, -0.03, 0.63)  0.0015

Properties
Frontier orbital gap (spin up / spin down), eV: 5.68 / 5.56
2S+1: 2
Expectation value of S²: 0.751
Energy above the lowest of the compared OMol25 structures with the same formula, charge and spin, eV: 0.000

---

(10)
ORCA calculation (wB97M-V/def2-TZVPD) on an isolated molecule of C2H2F2N2.

Each line ends with the natural charge from an NBO analysis.
Cartesian coordinates (Å):
C (-0.39, 0.81, 0.67)  0.5749
C (0.55, -0.38, -0.47)  0.6419
N (-0.44, -0.58, 0.38)  -0.6465
N (1.46, -0.28, -1.25)  -0.6360
F (-1.29, 1.51, -0.10)  -0.3637
F (-0.76, 1.25, 2.02)  -0.3673
H (-1.14, -1.32, 0.43)  0.3891
H (2.01, -1.01, -1.68)  0.4076

Properties
Frontier orbital gap, eV: 9.23
2S+1: 1
Energy above the lowest of the compared OMol25 structures with the same formula, charge and spin, eV: 3.026
SMILES string: [H]/N=C1\NC1(F)F

---

Ordered DFT total energy results: -954.136403, -954.099161, -878.771218, -878.802284, -878.797055, -255.269017, -277.056452, -704.681627, -559.911431, -386.511957; unit Ha.